P | Formula: C6H12O
Source: OMol25
Level of theory: ωB97M-V with the def2-TZVPD basis set

Values from the calculation:
E_HOMO, eV: -7.09
Frontier orbital gap, hartree: 0.2911

ORCA input file:
```
! RIJCOSX wB97M-V def2-TZVPD def2/J DEFGRID3
* xyz 0 1
H 1.85 -2.14 -1.29
H -1.41 0.91 1.68
H 0.19 2.62 0.90
H -0.71 -1.99 -0.81
C 1.96 -1.36 -0.52
H 1.85 1.07 0.43
C -1.67 -0.14 -0.20
H 2.08 -1.87 0.45
H -1.85 0.12 -1.25
H -0.39 -1.55 0.87
O 0.98 0.72 0.65
C 0.75 -0.51 -0.72
C -0.50 -1.13 -0.15
C -1.37 1.13 0.60
C -0.01 1.73 0.29
H -2.13 1.90 0.41
H 0.10 1.95 -0.77
H -2.59 -0.60 0.19
H 2.89 -0.84 -0.76
*
```

***

Q | Formula: C6H12O
Source: OMol25
Level of theory: ωB97M-V with the def2-TZVPD basis set

Values from the calculation:
E_HOMO, eV: -9.59
SMILES: CCC(C)=O.C=C
Frontier orbital gap, hartree: 0.3867

ORCA input file:
```
! RIJCOSX wB97M-V def2-TZVPD def2/J DEFGRID3
* xyz 0 1
C -0.52 -1.47 -0.47
H -0.61 2.22 0.88
H 2.64 -1.01 -1.70
H 0.12 -2.34 -0.70
H 3.37 -0.15 -0.31
C 1.30 0.31 -0.64
C -0.03 -0.20 -1.16
C -2.25 1.02 1.47
H -0.75 0.61 -1.04
C 2.47 -0.66 -0.68
H 0.08 -0.39 -2.24
H -1.54 -1.72 -0.79
H -2.58 0.78 0.46
H 2.27 -1.54 -0.06
H -0.54 -1.34 0.62
H -2.83 0.59 2.28
O 1.43 1.44 -0.23
H -0.88 2.05 2.70
C -1.20 1.81 1.69
*
```

***

R | Formula: C6H12O
Source: OMol25
Level of theory: ωB97M-V with the def2-TZVPD basis set

Values from the calculation:
E_HOMO, eV: -9.07
SMILES: C=C/C=C/CC.O
Frontier orbital gap, hartree: 0.3628

ORCA input file:
```
! RIJCOSX wB97M-V def2-TZVPD def2/J DEFGRID3
* xyz 0 1
H -2.50 0.77 0.78
C 2.23 0.36 -0.80
H 3.59 1.97 -0.79
C -1.71 -0.32 -0.86
H -0.32 0.98 0.07
H 2.97 -0.44 -0.50
H -2.03 0.07 -1.86
O 0.50 -1.17 3.11
C 0.91 -0.41 -0.93
H 1.81 2.53 -0.88
C -0.31 0.09 -0.53
H 0.98 -1.25 -1.58
H -3.71 -0.52 -0.07
C 2.52 1.67 -1.00
C -2.65 -0.17 0.32
H 0.79 -0.71 2.22
H -2.73 -0.99 1.13
H -1.64 -1.34 -1.30
H 1.30 -1.11 3.48
*
```

***

Q takes first place; second place is 52.4 kcal/mol up.

***

P | Formula: C6H12O
Source: OMol25
Level of theory: ωB97M-V with the def2-TZVPD basis set

Values from the calculation:
E_HOMO, eV: -8.44
SMILES: C=C/C(C)=C/C.O
Frontier orbital gap, hartree: 0.3341

ORCA input file:
```
! RIJCOSX wB97M-V def2-TZVPD def2/J DEFGRID3
* xyz 0 1
C 1.28 -0.70 -1.10
H -3.39 -1.11 -1.20
H 0.49 2.04 -0.45
C -1.28 -0.61 -1.27
H 1.91 -0.71 -0.17
H 1.23 -1.67 -1.66
H 1.34 0.90 1.63
H -2.33 -1.67 0.21
H 1.63 0.08 -1.76
O 0.51 2.91 0.00
H -0.97 -0.31 -2.30
C -2.33 -1.04 -0.68
H -1.01 -0.80 1.31
C -0.06 -0.46 0.96
H 0.37 3.61 -0.65
H 0.38 0.50 2.97
C -0.03 -0.38 -0.39
H 1.42 -0.68 2.55
C 0.85 0.07 2.01
*
```

***

Q | Formula: C6H12O
Source: OMol25
Level of theory: ωB97M-V with the def2-TZVPD basis set

Values from the calculation:
E_HOMO, eV: -9.47
SMILES: C[C@H]1CO[C@@H](C)C1
Frontier orbital gap, hartree: 0.3899

ORCA input file:
```
! RIJCOSX wB97M-V def2-TZVPD def2/J DEFGRID3
* xyz 0 1
H -2.23 -1.69 1.90
H -1.94 -1.93 0.16
H 0.10 -1.14 -0.88
C -0.53 -0.60 1.10
C 1.41 1.01 -1.67
H -0.45 2.44 0.50
H 1.53 1.19 0.47
C -0.55 1.47 -0.01
C 0.82 0.81 -0.27
H -0.05 -0.48 2.09
H -0.88 -2.71 1.35
O -1.30 0.57 0.81
H -1.11 1.63 -0.94
H 2.26 0.33 -1.80
C -1.45 -1.80 1.14
H 1.76 2.03 -1.84
H 0.67 0.76 -2.44
H 1.42 -1.23 0.31
C 0.53 -0.66 0.02
*
```

***

Q takes first place; second place is 71.0 kcal/mol up.

***

P | Formula: C5H8NO
Source: OMol25
Level of theory: ωB97M-V with the def2-TZVPD basis set

Values from the calculation:
E_HOMO, eV: -16.10
Frontier orbital gap, hartree: 0.3792

ORCA input file:
```
! RIJCOSX wB97M-V def2-TZVPD def2/J DEFGRID3
* xyz 1 1
H -3.03 1.53 -0.66
H 1.66 1.53 0.82
O -0.02 1.09 -0.17
C -1.09 0.61 0.21
C 2.18 -0.27 -0.57
C -2.50 0.71 -0.30
C 1.36 0.56 0.39
N -2.69 -0.53 -0.26
H 2.48 0.37 -1.30
H 1.08 -0.05 1.21
C -1.52 -0.97 0.40
H 1.73 -1.05 -1.06
H 3.04 -0.69 -0.11
H -0.83 -1.73 -0.06
H -1.82 -1.12 1.46
*
```

***

Q | Formula: C5H8NO
Source: OMol25
Level of theory: ωB97M-V with the def2-TZVPD basis set

Values from the calculation:
E_HOMO, eV: -14.76
Frontier orbital gap, hartree: 0.3566

ORCA input file:
```
! RIJCOSX wB97M-V def2-TZVPD def2/J DEFGRID3
* xyz 1 1
H -1.42 -0.40 -1.69
C -1.51 -0.74 -0.62
H -0.95 0.90 0.56
H -2.65 0.67 0.70
N 2.43 0.47 -0.03
H 2.17 1.78 -1.45
O -0.12 -1.20 -0.48
H 2.39 -0.86 1.77
H -1.98 -1.77 -0.58
C 1.63 1.10 -0.77
C 1.90 -0.47 0.78
C -1.65 0.19 0.57
C 0.69 -0.73 0.32
H -1.56 -0.30 1.44
H 0.62 1.37 -0.52
*
```

***

R | Formula: C5H8NO
Source: OMol25
Level of theory: ωB97M-V with the def2-TZVPD basis set

Values from the calculation:
E_HOMO, eV: -15.23
SMILES: C/[NH+]=C/C=C\C=O
Frontier orbital gap, hartree: 0.3363

ORCA input file:
```
! RIJCOSX wB97M-V def2-TZVPD def2/J DEFGRID3
* xyz 1 1
H 2.07 2.12 0.47
C 0.46 0.05 1.05
H 2.11 1.54 -1.29
H 0.84 0.44 2.09
C -1.46 -1.14 -1.13
H 0.73 2.57 -0.60
N 0.69 0.64 -0.03
O -0.89 -0.27 -1.76
C -0.42 -1.05 1.15
C -1.13 -1.64 0.22
H 0.02 0.43 -0.83
H -2.36 -1.70 -1.47
H -1.85 -2.30 0.38
H -0.29 -1.52 2.05
C 1.48 1.81 -0.30
*
```

***

R takes first place; second place is 42.6 kcal/mol up.

***

P | Formula: C5H8NO
Source: OMol25
Level of theory: ωB97M-V with the def2-TZVPD basis set

Values from the calculation:
E_HOMO, eV: -15.48
SMILES: C[C@H]1C[N+]2=C[C@H]2O1
Frontier orbital gap, hartree: 0.3340

ORCA input file:
```
! RIJCOSX wB97M-V def2-TZVPD def2/J DEFGRID3
* xyz 1 1
H 2.04 -0.70 -1.14
C 1.38 -0.07 -0.67
N -1.13 0.64 0.50
C 0.57 -0.75 0.48
H 1.11 -1.55 0.96
C -0.15 0.33 1.44
H -2.48 -0.63 -0.64
C -1.43 -0.45 -0.43
H -1.17 1.77 -1.41
H -0.45 -0.17 2.29
H 1.85 0.85 -0.42
C -0.96 0.87 -0.79
O -0.45 -1.40 -0.13
H 0.56 1.18 1.50
H 0.70 0.09 -1.55
*
```

***

Q | Formula: C5H8NO
Source: OMol25
Level of theory: ωB97M-V with the def2-TZVPD basis set

Values from the calculation:
E_HOMO, eV: -16.00
Frontier orbital gap, hartree: 0.3669

ORCA input file:
```
! RIJCOSX wB97M-V def2-TZVPD def2/J DEFGRID3
* xyz 1 1
N -2.46 0.58 0.55
C -1.10 -0.54 -0.29
H -0.85 1.66 -0.10
H 1.93 -0.93 -1.22
H -2.90 -1.57 0.65
O 0.12 -0.98 -0.24
H -1.80 1.13 -1.41
H 3.08 0.14 0.52
H 1.41 0.80 1.16
H 1.26 0.66 -1.14
C 1.29 -0.21 -0.57
C -2.36 -0.70 0.43
H 1.80 -0.89 1.40
C 2.01 -0.01 0.79
C -1.42 0.90 -0.52
*
```

***

R | Formula: C5H8NO
Source: OMol25
Level of theory: ωB97M-V with the def2-TZVPD basis set

Values from the calculation:
E_HOMO (spin up / spin down), eV: -13.80 / -13.80
Frontier orbital gap (spin up / spin down), hartree: 0.2517 / 0.2518

ORCA input file:
```
! RIJCOSX wB97M-V def2-TZVPD def2/J DEFGRID3
* xyz 1 1
C 1.36 -1.19 -1.18
C 0.35 1.39 0.11
H -1.07 0.42 1.40
H 2.47 -0.91 -0.98
N -0.65 -1.25 0.18
O -0.92 -2.45 -0.07
H -2.38 0.02 0.33
C 0.43 2.61 0.34
H 0.75 3.31 1.23
H 1.49 -0.93 -2.17
H 0.06 3.35 -0.38
C 0.29 -0.61 -0.42
H -2.00 -1.12 1.65
C -1.56 -0.38 0.91
H 1.38 -2.26 -0.95
*
```

***

S | Formula: C5H8NO
Source: OMol25
Level of theory: ωB97M-V with the def2-TZVPD basis set

Values from the calculation:
E_HOMO (spin up / spin down), eV: -14.25 / -14.25
Frontier orbital gap (spin up / spin down), hartree: 0.2995 / 0.2995

ORCA input file:
```
! RIJCOSX wB97M-V def2-TZVPD def2/J DEFGRID3
* xyz 1 1
H 3.64 0.40 0.55
C -0.20 -1.91 0.45
C 0.44 0.24 -0.39
H 0.34 1.14 0.26
C 2.70 0.66 0.17
C -0.55 -0.77 -0.02
H -2.73 -0.51 -0.57
H 2.37 1.69 0.17
H 0.33 0.53 -1.37
O 2.07 -1.53 -0.11
H -2.46 -0.34 0.97
H -0.08 -2.97 0.77
N 1.76 -0.24 -0.09
H -1.88 0.81 -0.08
C -1.96 -0.21 0.03
*
```

***

Q takes first place; second place is 14.3 kcal/mol up.

***

P | Formula: C4H4N4
Source: OMol25
Level of theory: ωB97M-V with the def2-TZVPD basis set

Values from the calculation:
E_HOMO, eV: -9.61
SMILES: N#CN1C=CCN=N1
Frontier orbital gap, hartree: 0.3643

ORCA input file:
```
! RIJCOSX wB97M-V def2-TZVPD def2/J DEFGRID3
* xyz 0 1
H -1.77 0.07 -1.92
H 1.33 1.56 0.73
N -0.31 -1.17 -1.23
N 0.54 -1.49 -0.41
N 1.52 -1.16 2.93
C 0.62 0.99 0.33
C 1.31 -0.95 1.82
N 0.80 -0.63 0.62
H -1.86 -0.35 -0.07
C -1.15 -0.05 -1.05
C -0.37 1.15 -0.60
H -0.66 2.03 -1.15
*
```

***

Q | Formula: C4H4N4
Source: OMol25
Level of theory: ωB97M-V with the def2-TZVPD basis set

Values from the calculation:
E_HOMO (spin up / spin down), eV: -8.65 / -9.29
SMILES: c1n[nH]c2c1=NCN=2
Frontier orbital gap (spin up / spin down), hartree: 0.2834 / 0.3073

ORCA input file:
```
! RIJCOSX wB97M-V def2-TZVPD def2/J DEFGRID3
* xyz 0 1
N -0.10 -1.85 1.36
C 0.11 -0.48 -0.44
C 0.37 -1.80 0.13
N -0.48 1.78 0.23
H -0.67 -0.61 2.68
C 0.04 1.60 -1.13
N -0.67 -0.64 1.68
H 0.88 -2.53 -0.48
H -0.38 2.10 -1.92
C -0.48 0.17 0.67
H 1.05 2.02 -1.29
N 0.33 0.24 -1.50
*
```

***

R | Formula: C4H4N4
Source: OMol25
Level of theory: ωB97M-V with the def2-TZVPD basis set

Values from the calculation:
E_HOMO, eV: -9.31
SMILES: [H]/N=c1/cnccnn1
Frontier orbital gap, hartree: 0.3097

ORCA input file:
```
! RIJCOSX wB97M-V def2-TZVPD def2/J DEFGRID3
* xyz 0 1
C -0.31 -1.26 -0.52
H 2.71 -0.47 0.50
H -0.66 -2.03 -1.34
C 1.58 -0.32 0.37
C -1.31 -0.12 0.02
N 0.99 -1.21 -0.38
H 1.77 1.76 1.14
N 0.04 1.53 -0.52
C 1.10 1.03 0.28
N -0.96 0.83 -1.05
H -2.69 0.54 0.76
N -2.25 -0.29 0.75
*
```

***

P takes first place; second place is 2.0 kcal/mol up.

***

P | Formula: C4H4N4
Source: OMol25
Level of theory: ωB97M-V with the def2-TZVPD basis set

Values from the calculation:
E_HOMO, eV: -9.48
SMILES: C#Cc1nncn1N
Frontier orbital gap, hartree: 0.3671

ORCA input file:
```
! RIJCOSX wB97M-V def2-TZVPD def2/J DEFGRID3
* xyz 0 1
N 0.22 -0.16 0.72
H 0.67 -1.64 -0.63
H -0.52 -2.16 0.56
N 0.37 -1.62 0.59
C -0.54 0.13 -2.63
C 0.41 0.51 1.85
H 0.69 -0.01 2.80
N -0.17 1.99 0.42
C -0.10 0.85 -0.22
N 0.26 1.78 1.73
C -0.32 0.54 -1.52
H -0.98 -0.20 -3.65
*
```

***

Q | Formula: C4H4N4
Source: OMol25
Level of theory: ωB97M-V with the def2-TZVPD basis set

Values from the calculation:
E_HOMO, eV: -9.47
Frontier orbital gap, hartree: 0.3533

ORCA input file:
```
! RIJCOSX wB97M-V def2-TZVPD def2/J DEFGRID3
* xyz 0 1
C 2.01 -0.97 0.11
H -3.76 -0.53 0.85
N -0.28 1.66 -0.02
H 2.98 -1.37 0.31
C -1.53 -0.72 -0.23
H 0.35 2.20 0.73
N 1.83 0.36 -0.08
N 0.51 0.45 -0.29
N 0.83 -1.73 -0.15
C -0.12 -0.76 -0.29
C -2.71 -0.74 -0.04
H -0.10 2.15 -0.92
*
```

***

P takes first place; second place is 11.7 kcal/mol up.